No. 1
{
  "formula": "C2H6O",
  "method": "ωB97M-V/def2-TZVPD",
  "relative_energy_ev": 1.630,
  "smiles": "C=C.O",
  "total_energy_ev": -4216.8369,
  "total_charge": 0,
  "multiplicity": 1,
  "largest_force_ev_per_a": 3.95,
  "homo_ev": -10.2,
  "homo_lumo_gap_ev": 11.26,
  "species": ["O", "C", "C", "H", "H", "H", "H", "H", "H"],
  "positions_angstrom": [[5.528, 0.081, -1.655], [-2.864, -0.659, 0.951], [-2.819, 0.663, 0.933], [-3.808, -1.183, 1.333], [5.718, -0.835, -1.716], [-3.372, 1.345, 1.435], [-2.131, -1.310, 0.598], [-2.058, 1.503, 0.639], [5.807, 0.394, -2.519]]
}

=====

No. 2
{
  "formula": "C3H3FeO3",
  "method": "ωB97M-V/def2-TZVPD",
  "relative_energy_ev": 2.090,
  "s2": 12.007,
  "total_energy_ev": -43676.1553,
  "total_charge": 1,
  "multiplicity": 7,
  "largest_force_ev_per_a": 4.83,
  "homo_ev": [-14.0, -14.2],
  "homo_lumo_gap_ev": [9.12, 4.95],
  "species": ["Fe", "O", "O", "O", "C", "C", "C", "H", "H", "H"],
  "positions_angstrom": [[-2.990, -0.058, -1.423], [-1.786, 1.470, -0.758], [0.376, 0.928, -0.365], [-1.075, -0.584, -1.076], [0.933, 0.327, 0.746], [1.551, -0.848, 0.637], [-0.870, 0.611, -0.745], [1.394, -1.358, 1.623], [0.954, 0.949, 1.642], [1.514, -1.437, -0.281]]
}

=====

No. 3
{
  "formula": "C4H13NO3",
  "method": "ωB97M-V/def2-TZVPD",
  "relative_energy_ev": 6.886,
  "total_energy_ev": -11985.5854,
  "total_charge": 0,
  "multiplicity": 1,
  "largest_force_ev_per_a": 1.45,
  "homo_ev": -8.3,
  "homo_lumo_gap_ev": 9.18,
  "species": ["O", "O", "O", "N", "C", "C", "C", "C", "H", "H", "H", "H", "H", "H", "H", "H", "H", "H", "H", "H", "H"],
  "positions_angstrom": [[0.626, -2.293, -0.386], [2.053, -2.269, -0.090], [-0.646, -1.273, 1.464], [-0.336, 1.151, -1.573], [0.499, 0.372, -0.664], [-1.160, -0.486, 0.547], [-1.893, 0.712, 1.024], [1.150, 1.231, 0.406], [-2.933, 0.425, 1.212], [0.149, 1.980, -1.901], [-1.460, 1.091, 1.947], [0.395, -1.066, -0.604], [1.624, 0.593, 1.153], [2.361, -3.007, -0.633], [-1.568, -0.968, -0.342], [-0.094, -1.968, 0.923], [1.354, -0.057, -1.223], [-0.597, 0.606, -2.386], [1.928, 1.871, -0.024], [-1.887, 1.473, 0.243], [0.434, 1.883, 0.906]]
}

=====

No. 4
{
  "formula": "C16H20AsIN4O5ReS2",
  "method": "ωB97M-V/def2-TZVPD",
  "relative_energy_ev": 1.169,
  "s2": 3.772,
  "total_energy_ev": -125854.7531,
  "total_charge": 0,
  "multiplicity": 4,
  "largest_force_ev_per_a": 6.69,
  "homo_ev": [-8.0, -8.2],
  "homo_lumo_gap_ev": [7.57, 7.15],
  "species": ["Re", "I", "As", "S", "S", "O", "O", "O", "O", "O", "N", "N", "N", "N", "C", "C", "C", "C", "C", "C", "C", "C", "C", "C", "C", "C", "C", "C", "C", "C", "H", "H", "H", "H", "H", "H", "H", "H", "H", "H", "H", "H", "H", "H", "H", "H", "H", "H", "H", "H"],
  "positions_angstrom": [[0.042, 0.344, 0.171], [-0.763, -0.267, 2.607], [3.016, 0.732, 1.700], [-1.907, 1.564, -0.450], [1.547, 2.047, -0.833], [0.776, 2.152, 0.468], [0.945, 0.860, -1.506], [2.943, 1.813, -0.478], [2.001, -0.258, 0.848], [1.355, 3.234, -1.603], [0.726, -2.355, -0.240], [-4.392, 0.810, -0.982], [-1.736, -1.369, -0.366], [-2.946, -0.907, -0.626], [1.964, -2.794, -0.152], [-0.062, -4.498, 0.474], [4.887, 0.693, 1.135], [-3.378, -3.774, -1.500], [-0.281, -3.185, 0.047], [-4.935, -5.258, -0.444], [2.276, -4.080, 0.276], [1.241, -4.943, 0.602], [-1.604, -2.647, -0.186], [-3.157, 0.375, -0.690], [-4.354, -5.000, 0.786], [-4.455, -4.636, -1.585], [-2.772, -3.544, -0.271], [2.586, 2.463, 2.489], [-3.269, -4.147, 0.879], [3.186, -0.380, 3.349], [-4.925, -4.817, -2.540], [3.304, -4.399, 0.340], [-5.769, -5.939, -0.515], [-4.591, 1.790, -0.884], [-2.816, -3.917, 1.831], [-2.998, -3.278, -2.379], [5.157, -0.325, 0.845], [2.740, -2.096, -0.436], [1.585, 2.420, 2.929], [2.630, 3.246, 1.735], [-0.898, -5.140, 0.695], [-4.751, -5.460, 1.677], [3.321, 2.641, 3.275], [4.116, -0.953, 3.309], [-5.144, 0.143, -0.987], [3.180, 0.225, 4.255], [1.442, -5.953, 0.927], [2.353, -1.081, 3.399], [5.493, 0.999, 1.989], [5.027, 1.368, 0.297]]
}

=====

No. 5
{
  "formula": "C2H3F2N",
  "method": "ωB97M-V/def2-TZVPD",
  "relative_energy_ev": 0.432,
  "s2": 2.012,
  "total_energy_ev": -9041.9335,
  "total_charge": 0,
  "multiplicity": 3,
  "largest_force_ev_per_a": 5.29,
  "homo_ev": [-7.5, -12.1],
  "homo_lumo_gap_ev": [8.61, 9.87],
  "species": ["F", "F", "N", "C", "C", "H", "H", "H"],
  "positions_angstrom": [[0.280, -1.264, 0.739], [-3.241, 1.134, -1.022], [-1.105, 1.220, -0.368], [0.777, -0.133, 0.345], [-2.052, 0.541, -0.747], [1.256, -0.209, -0.558], [-2.365, -0.478, -0.914], [0.971, 0.468, 1.083]]
}

=====

No. 6
{
  "formula": "C3H5Cl2N",
  "method": "ωB97M-V/def2-TZVPD",
  "relative_energy_ev": 2.455,
  "total_energy_ev": -29724.1578,
  "total_charge": 0,
  "multiplicity": 1,
  "largest_force_ev_per_a": 5.55,
  "homo_ev": -9.6,
  "homo_lumo_gap_ev": 10.26,
  "species": ["Cl", "Cl", "N", "C", "C", "C", "H", "H", "H", "H", "H"],
  "positions_angstrom": [[-1.287, -2.035, -0.535], [1.404, -2.509, 0.764], [0.712, -0.597, -1.283], [-0.302, 0.185, 1.157], [0.148, -1.286, -0.207], [-0.815, 1.198, 0.541], [-0.931, 1.138, -0.559], [-1.247, 1.971, 1.096], [-0.221, 0.118, 2.200], [0.847, -1.072, -2.179], [1.568, -0.139, -1.109]]
}

=====

Copy entry 4 word for word.
{
  "formula": "C16H20AsIN4O5ReS2",
  "method": "ωB97M-V/def2-TZVPD",
  "relative_energy_ev": 1.169,
  "s2": 3.772,
  "total_energy_ev": -125854.7531,
  "total_charge": 0,
  "multiplicity": 4,
  "largest_force_ev_per_a": 6.69,
  "homo_ev": [-8.0, -8.2],
  "homo_lumo_gap_ev": [7.57, 7.15],
  "species": ["Re", "I", "As", "S", "S", "O", "O", "O", "O", "O", "N", "N", "N", "N", "C", "C", "C", "C", "C", "C", "C", "C", "C", "C", "C", "C", "C", "C", "C", "C", "H", "H", "H", "H", "H", "H", "H", "H", "H", "H", "H", "H", "H", "H", "H", "H", "H", "H", "H", "H"],
  "positions_angstrom": [[0.042, 0.344, 0.171], [-0.763, -0.267, 2.607], [3.016, 0.732, 1.700], [-1.907, 1.564, -0.450], [1.547, 2.047, -0.833], [0.776, 2.152, 0.468], [0.945, 0.860, -1.506], [2.943, 1.813, -0.478], [2.001, -0.258, 0.848], [1.355, 3.234, -1.603], [0.726, -2.355, -0.240], [-4.392, 0.810, -0.982], [-1.736, -1.369, -0.366], [-2.946, -0.907, -0.626], [1.964, -2.794, -0.152], [-0.062, -4.498, 0.474], [4.887, 0.693, 1.135], [-3.378, -3.774, -1.500], [-0.281, -3.185, 0.047], [-4.935, -5.258, -0.444], [2.276, -4.080, 0.276], [1.241, -4.943, 0.602], [-1.604, -2.647, -0.186], [-3.157, 0.375, -0.690], [-4.354, -5.000, 0.786], [-4.455, -4.636, -1.585], [-2.772, -3.544, -0.271], [2.586, 2.463, 2.489], [-3.269, -4.147, 0.879], [3.186, -0.380, 3.349], [-4.925, -4.817, -2.540], [3.304, -4.399, 0.340], [-5.769, -5.939, -0.515], [-4.591, 1.790, -0.884], [-2.816, -3.917, 1.831], [-2.998, -3.278, -2.379], [5.157, -0.325, 0.845], [2.740, -2.096, -0.436], [1.585, 2.420, 2.929], [2.630, 3.246, 1.735], [-0.898, -5.140, 0.695], [-4.751, -5.460, 1.677], [3.321, 2.641, 3.275], [4.116, -0.953, 3.309], [-5.144, 0.143, -0.987], [3.180, 0.225, 4.255], [1.442, -5.953, 0.927], [2.353, -1.081, 3.399], [5.493, 0.999, 1.989], [5.027, 1.368, 0.297]]
}